[1]
This record from the OMol25 dataset describes H12NaO10S as an isolated structure. The level of theory is ωB97M-V with the def2-TZVPD basis set.

Values from the calculation:
E_tot = -35919.8404 eV
relative energy (zero: lowest compared OMol25 entry of this formula, charge and spin) = 565.49 kJ/mol
F_max = 4.9 eV Å⁻¹
gap between HOMO and LUMO = 2.07 eV

ORCA input file:
```
! RIJCOSX wB97M-V def2-TZVPD def2/J DEFGRID3
* xyz -1 1
Na -0.20272 -0.14298 0.18364
S 1.51208 3.26480 -3.65261
O 2.93960 3.34095 -3.88777
O 0.79201 3.49448 -4.92666
O 1.21439 1.99996 -3.05005
O 1.17177 4.26986 -2.65822
O -4.03121 0.64468 -0.47404
H -3.92859 1.52717 -0.11779
H -4.67783 0.22925 0.09652
O -2.07009 -4.35307 -2.23474
H -1.64772 -4.95119 -2.85124
H -1.43432 -4.24988 -1.52666
O 0.01137 -4.03819 1.23480
H 0.87613 -4.25891 1.58078
H -0.60211 -4.47610 1.82481
O -0.95997 -0.21010 3.87457
H -0.04052 -0.00999 4.05006
H -1.14560 -0.97849 4.41434
O 3.40454 -0.45590 1.39555
H 4.02085 -1.13164 1.11314
H 3.66635 -0.25241 2.29348
O 0.10089 3.30746 1.15451
H 0.59707 3.76600 1.83258
H 0.43364 3.66425 0.33097
*
```


[2]
This record from the OMol25 dataset describes C42H91BrFeN2O6S2Si3 as an isolated structure. The level of theory is ωB97M-V with the def2-TZVPD basis set.

Values from the calculation:
E_tot = -210043.1816 eV
relative energy (zero: lowest compared OMol25 entry of this formula, charge and spin) = 130.08 kJ/mol
F_max = 2.8 eV Å⁻¹
gap between HOMO and LUMO (spin up / spin down) = 7.86 / 7.89 eV

ORCA input file:
```
! RIJCOSX wB97M-V def2-TZVPD def2/J DEFGRID3
* xyz 0 5
Fe -0.52601 -1.02054 0.02261
C 2.01868 0.85691 1.72746
C 1.22608 0.19751 2.85656
C 0.30274 1.24351 3.46953
C 2.17448 -0.38439 3.90404
O 0.44474 -0.85015 2.28187
Si -0.49743 -1.96824 3.05984
S -1.59088 -2.74451 1.45730
O 0.39620 -3.07272 3.87380
C 1.16253 -4.18687 3.45169
C 0.25639 -5.42058 3.40818
C 2.27354 -4.34877 4.49673
C 1.76612 -3.96120 2.06918
O -1.32636 -1.18245 4.21019
C -1.91139 -1.62035 5.42001
C -2.49767 -3.02199 5.27909
C -3.01452 -0.61109 5.75599
C -0.83094 -1.61627 6.50499
H 2.50789 1.75601 2.09115
H 1.33143 1.12838 0.92882
H 2.77164 0.17857 1.33732
H 0.89019 2.08051 3.84631
H -0.27387 0.80840 4.27874
H -0.38249 1.59708 2.70102
H 2.75215 0.40828 4.37482
H 2.85978 -1.08618 3.43099
H 1.60666 -0.91266 4.66407
H -0.10965 -5.66487 4.40221
H 0.80334 -6.27252 3.01176
H -0.59667 -5.21122 2.76593
H 1.83623 -4.53647 5.47440
H 2.85871 -3.43315 4.54886
H 2.93334 -5.17258 4.23920
H 0.97108 -3.90388 1.32831
H 2.43369 -4.77958 1.81936
H 2.32341 -3.02950 2.04778
H -3.19353 -3.05399 4.44561
H -3.01231 -3.30221 6.19427
H -1.70173 -3.73257 5.07931
H -3.76697 -0.60959 4.97095
H -2.59361 0.38970 5.82640
H -3.47993 -0.86870 6.70371
H -0.02065 -2.27220 6.19886
H -1.23682 -1.96202 7.45158
H -0.43857 -0.61009 6.63512
N -1.64638 -1.88842 -1.76797
C -2.43040 -1.78757 -2.60876
N -3.25409 -1.68800 -3.61069
C -4.55220 -2.33329 -3.59607
C -5.66860 -1.28708 -3.64671
C -5.46721 -0.30341 -4.81691
C -4.17340 -0.58533 -5.58086
C -2.99813 -0.66320 -4.61726
H -4.63069 -2.92978 -2.68407
H -4.63290 -3.01421 -4.45384
H -5.66633 -0.74571 -2.69902
H -6.62579 -1.80278 -3.73696
H -5.42487 0.71503 -4.43121
H -6.30846 -0.35113 -5.50792
H -3.99154 0.21406 -6.30056
H -4.26109 -1.51728 -6.14165
H -2.85432 0.30488 -4.12359
H -2.07275 -0.90474 -5.15664
C -3.10643 5.24185 2.26816
C -2.21707 4.08146 2.72202
C -1.17630 4.59903 3.72346
C -3.07228 2.98526 3.35958
O -1.50583 3.53895 1.62213
Si -1.98578 3.02021 0.15717
S -1.24161 1.09702 -0.21579
O -3.60843 3.11547 0.09828
C -4.49608 3.27903 -0.98499
C -4.40472 4.71478 -1.51387
C -4.14528 2.29691 -2.10106
C -5.90406 2.98975 -0.44843
O -1.41820 3.98261 -1.03116
C -0.16611 4.61164 -1.20878
C 0.05578 4.73640 -2.72136
C -0.23779 5.99398 -0.55177
C 0.95826 3.79158 -0.58054
H -3.60119 5.68756 3.12778
H -3.85155 4.87244 1.57291
H -2.50865 6.00057 1.76795
H -1.68103 5.01998 4.59016
H -0.56023 5.37101 3.26616
H -0.53148 3.78848 4.04907
H -3.63249 3.38638 4.20097
H -2.44253 2.16911 3.70325
H -3.76170 2.59684 2.61546
H -3.37910 4.91542 -1.80747
H -4.68923 5.42531 -0.74177
H -5.05910 4.84570 -2.37237
H -3.15511 2.53226 -2.48027
H -4.87342 2.36833 -2.90497
H -4.12879 1.28530 -1.70277
H -6.16544 3.70116 0.33195
H -5.93943 1.98936 -0.02309
H -6.63318 3.06276 -1.25172
H -0.77009 5.27861 -3.17683
H 0.10546 3.74443 -3.16514
H 0.98395 5.26472 -2.92497
H -1.06397 6.56318 -0.97288
H 0.68794 6.54277 -0.70441
H -0.40899 5.86851 0.51399
H 0.98458 2.80298 -1.03298
H 0.76867 3.67582 0.48268
H 1.91683 4.28294 -0.72881
C 4.27177 -1.54616 -5.14900
C 3.20100 -1.13512 -4.13123
C 3.01987 0.38458 -4.22846
C 1.86442 -1.76161 -4.54299
Si 3.70664 -1.68134 -2.31695
Br 1.57646 -1.47538 -1.04512
C 4.18266 -3.57794 -2.12739
C 5.65767 -3.81569 -2.46770
C 3.32370 -4.46159 -3.03708
C 3.93114 -4.07633 -0.70255
C 4.92924 -0.44793 -1.39121
C 5.22206 -0.97120 0.02114
C 4.31284 0.95278 -1.25381
C 6.26747 -0.29670 -2.12749
H 4.00101 -1.17020 -6.13440
H 4.36094 -2.62589 -5.21611
H 5.24344 -1.13638 -4.88640
H 2.57417 0.63489 -5.19040
H 3.97344 0.89981 -4.16663
H 2.36208 0.74892 -3.44552
H 1.60969 -1.43520 -5.55037
H 1.07241 -1.44810 -3.86964
H 1.90560 -2.84326 -4.54260
H 5.91668 -3.41778 -3.44404
H 5.86199 -4.88467 -2.47139
H 6.30162 -3.35968 -1.72231
H 3.52544 -4.27796 -4.08722
H 2.27065 -4.29805 -2.83388
H 3.54452 -5.50860 -2.83803
H 4.50210 -3.52321 0.03126
H 4.21925 -5.12338 -0.62978
H 2.87874 -3.99009 -0.45963
H 4.29883 -1.20823 0.54081
H 5.75616 -0.21466 0.59428
H 5.84739 -1.85835 -0.01225
H 3.27375 0.90245 -0.94441
H 4.37216 1.49775 -2.19011
H 4.86320 1.52591 -0.50921
H 6.76562 -1.25260 -2.25467
H 6.92530 0.35273 -1.55114
H 6.12818 0.15278 -3.10651
*
```


[3]
This record from the OMol25 dataset describes a 2-piece molecular cluster, C3H10N4O overall. The level of theory is ωB97M-V with the def2-TZVPD basis set.

Values from the calculation:
E_tot = -11279.3727 eV
relative energy (zero: lowest compared OMol25 entry of this formula, charge and spin) = 272.86 kJ/mol
structure (SMILES) = [H]/N=C\C(N)=O.CNN
F_max = 2.5 eV Å⁻¹
gap between HOMO and LUMO = 9.14 eV

ORCA input file:
```
! RIJCOSX wB97M-V def2-TZVPD def2/J DEFGRID3
* xyz 0 1
C 2.55344 -1.67950 0.36654
N 1.36836 -0.86626 0.34971
N 0.32977 -1.75833 1.11167
H 0.99564 -0.83498 -0.60032
H 0.34679 -1.39843 2.06799
H -0.60924 -1.57060 0.76679
H 3.19842 -1.43606 -0.47748
H 2.13071 -2.73652 0.31566
H 3.04592 -1.58685 1.33467
C -1.34086 0.85789 -0.93671
N -2.65602 1.17966 -0.95643
C -0.47332 1.75210 -0.08238
N -0.62382 2.98176 0.13003
O -0.87290 -0.05618 -1.58654
H -3.03950 1.88949 -0.35640
H -3.28866 0.61528 -1.49955
H -1.42643 3.40748 -0.33885
H 0.36167 1.24005 0.39160
*
```


[4]
This record from the OMol25 dataset describes C2H4CdClO5PS as an isolated structure. The level of theory is ωB97M-V with the def2-TZVPD basis set.

Values from the calculation:
E_tot = -49565.2937 eV
F_max = 2.0 eV Å⁻¹
gap between HOMO and LUMO = 4.27 eV

ORCA input file:
```
! RIJCOSX wB97M-V def2-TZVPD def2/J DEFGRID3
* xyz 2 1
O 3.03872 0.51324 0.27417
S 1.79957 -0.13389 0.34286
O 1.71233 -1.48257 0.77724
O 0.75261 0.77553 1.14656
C 0.07156 1.61702 0.19543
C -0.26184 0.61623 -0.88888
P -1.69897 -0.56019 -0.42252
O -2.09611 -0.10814 1.03047
Cl -0.57972 -2.44468 -0.14062
O 0.97168 -0.07824 -1.06123
H -0.76347 2.05980 0.71303
H 0.75305 2.33744 -0.24469
H -0.50783 1.08782 -1.83435
H -1.38077 -0.08051 1.69097
Cd -1.81081 -4.11886 -1.57844
*
```